No. 1
Here is a molecular structure, C2H6ClN2O at a distorted geometry from OMol25. Energies are from the ωB97M-V functional and the def2-TZVPD basis.

highest occupied orbital energy (spin up / spin down) = -14.71 / -14.71 eV
strongest force on any atom = 5.4 eV/A
LUMO energy (spin up / spin down) = -5.342 / -5.342 eV
charge = +1

Last column: Mulliken charge in e.
CARTESIAN COORDINATES (ANGSTROEM)
C: -1.56 -0.09 0.42  0.404
C: 1.78 0.40 -0.17  -0.602
N: -0.47 0.77 -0.97  -0.141
N: -1.14 -1.29 0.53  -0.199
O: 0.69 0.12 -1.06  -0.255
Cl: -2.94 0.61 0.99  0.000
H: 2.44 -0.31 -0.39  0.283
H: 1.37 0.33 0.85  0.338
H: 2.30 1.33 -0.37  0.296
H: -0.39 1.66 -0.65  0.275
H: -0.19 -1.45 0.16  0.282
H: -1.88 -2.08 0.64  0.319


No. 2
Here is a molecular structure, C3H3OSm at a distorted geometry from OMol25. Energies are from the ωB97M-V functional and the def2-TZVPD basis.

<S²> = 12.03
highest occupied orbital energy (spin up / spin down) = -22.98 / -25.47 eV
multiplicity = 7
strongest force on any atom = 4.5 eV/A
LUMO energy (spin up / spin down) = -18.262 / -18.253 eV
charge = +3

Last column: Mulliken spin population.
CARTESIAN COORDINATES (ANGSTROEM)
H: -3.14 0.26 -0.90  0.005
O: -1.30 0.92 0.02  0.008
C: -2.55 0.05 0.00  -0.001
C: -1.59 -1.08 -0.06  -0.013
C: -0.52 -0.13 -0.06  0.013
H: -3.13 0.18 0.92  -0.007
H: -1.64 -2.16 0.06  -0.001
Sm: 2.20 -0.01 0.13  5.996


No. 3
Here is 2 unconnected molecules or ions with the total composition C4H11NO2 at a distorted geometry from OMol25. Energies are from the ωB97M-V functional and the def2-TZVPD basis.

SMILES string = [H]/N=C(\C)O.CCO
highest occupied orbital energy = -7.84 eV
strongest force on any atom = 4.8 eV/A
LUMO energy = 0.718 eV

Last column: Mulliken charge in e.
CARTESIAN COORDINATES (ANGSTROEM)
H: 0.99 -0.15 -1.89  0.210
N: 1.44 0.46 -1.22  -0.583
C: 1.65 0.28 0.05  0.717
C: 3.00 -0.24 0.49  -1.098
O: 1.19 1.18 0.98  -0.498
H: 3.69 0.60 0.51  0.279
H: 3.37 -0.97 -0.22  0.307
H: 2.95 -0.69 1.48  0.320
H: 0.31 1.44 0.68  0.364
C: -2.98 -0.29 0.02  -1.228
C: -1.65 0.13 -0.54  -0.083
O: -0.39 -0.62 0.21  -0.525
H: -3.00 -1.37 0.08  0.323
H: -3.14 0.11 1.02  0.320
H: -3.80 0.06 -0.61  0.372
H: -1.45 -0.22 -1.55  0.234
H: -1.58 1.22 -0.57  0.309
H: -0.60 -0.93 1.10  0.260